1.
Molecular formula: C3H10NOS
Method: DFT, ωB97M-V with the def2-TZVPD basis set

As for the electronic energy: -648.5007 Eh. The calculation puts the molecular weight at 108.19 g/mol. For the HOMO energy, the calculation gives -2.86 eV. Its total charge is -1.

Each line ends with the natural charge from an NBO analysis.
Cartesian coordinates (Å):
C  -1.579  -1.463  1.695  -0.74
S  0.093  -1.341  1.043  -0.64
H  -1.583  -1.536  2.783  0.18
H  -2.135  -0.506  1.438  0.18
H  -2.163  -2.285  1.235  0.18
C  0.920  1.637  -0.564  -0.08
O  0.182  1.554  0.649  -0.79
C  0.142  1.205  -1.765  -0.24
N  0.439  -0.170  -2.119  -0.89
H  1.224  2.710  -0.621  0.15
H  1.888  1.085  -0.560  0.16
H  0.175  0.605  0.892  0.47
H  -0.959  1.351  -1.629  0.17
H  0.418  1.854  -2.638  0.15
H  -0.239  -0.544  -2.829  0.34
H  0.455  -0.788  -1.305  0.40

Atoms 1-3, force components in eV/Å:
C -1.117 1.166 -0.631
S 0.613 -0.972 0.102
H -0.098 -0.225 0.015


2.
Molecular formula: C3H10NOS
Method: DFT, ωB97M-V with the def2-TZVPD basis set

As for the electronic energy: -648.4670 Eh. The calculation puts the molecular weight at 108.19 g/mol. For the HOMO energy, the calculation gives -2.80 eV. Its total charge is -1.

Each line ends with the natural charge from an NBO analysis.
Cartesian coordinates (Å):
C  0.742  1.885  0.186  -0.72
S  -0.931  2.102  0.906  0.08
C  -1.444  0.368  0.891  -0.79
H  0.616  1.574  -0.846  0.22
H  1.239  1.101  0.736  0.25
H  1.288  2.828  0.242  0.19
H  -2.309  0.218  0.240  0.19
H  -0.612  -0.238  0.479  0.32
H  -1.660  0.025  1.888  0.20
N  0.984  -2.634  -1.951  -0.88
C  0.703  -2.474  -0.496  0.14
O  0.891  -1.219  -0.086  -0.95
H  0.398  -1.899  -2.343  0.33
H  0.515  -3.503  -2.236  0.31
H  -0.347  -2.806  -0.284  0.03
H  1.335  -3.178  0.089  0.07

Atoms 1-3, force components in eV/Å:
C -0.645 0.219 0.044
S 0.315 0.109 -0.043
C 0.043 -0.070 -0.608


Number 1: LUMO level 0.1534 Ha. Number 2: LUMO level 0.1281 Ha.